[1]
Entry from the Open Molecules 2025 dataset: a cluster of 10 separate species, C28H34F2N8 in total (ωB97M-V/def2-TZVPD).

Summary:
- SMILES string = Fc1ccccc1.Fc1ccccc1.CC#N.CC#N.CC#N.CC#N.CC#N.CC#N.CC#N.CC#N

Each line ends with the Löwdin charge.
Element x y z (Å)
F (2.1539, 1.4725, -0.9664)  0.03
C (3.4529, 1.8118, -0.7625)  -0.30
C (4.2511, 0.8630, -0.1253)  -0.02
C (5.5352, 1.2509, 0.2626)  -0.07
C (5.9415, 2.5804, 0.1335)  -0.08
C (5.1724, 3.4059, -0.6584)  -0.08
C (3.9205, 3.0389, -1.1386)  -0.02
H (3.9436, -0.1284, 0.1718)  0.10
H (6.1498, 0.4444, 0.6427)  0.10
H (6.8597, 2.9994, 0.5189)  0.10
H (5.5096, 4.4276, -0.7937)  0.11
H (3.3163, 3.7238, -1.7177)  0.12
F (-3.5288, -2.1318, 0.3414)  0.04
C (-2.3094, -1.7207, -0.0758)  -0.26
C (-1.5913, -2.5541, -0.9156)  0.00
C (-0.3311, -2.1390, -1.3515)  -0.07
C (0.1254, -0.9133, -0.9059)  -0.11
C (-0.6137, -0.0582, -0.1054)  -0.08
C (-1.8607, -0.4839, 0.3752)  0.00
H (-1.9499, -3.5197, -1.2246)  0.10
H (0.2874, -2.7855, -1.9535)  0.07
H (1.0951, -0.5517, -1.2288)  0.07
H (-0.2795, 0.9377, 0.1491)  0.08
H (-2.3863, 0.1199, 1.1002)  0.09
C (3.2903, -3.4761, -1.5296)  -0.05
C (2.6628, -3.1656, -2.8185)  -0.28
N (2.2099, -2.8738, -3.8320)  0.15
H (2.7425, -3.0481, -0.7001)  0.06
H (4.3325, -3.1737, -1.6605)  0.09
H (3.4012, -4.5612, -1.4760)  0.09
C (-4.4983, -5.0590, -2.1817)  -0.08
C (-4.1169, -5.9242, -1.0540)  -0.28
N (-3.8041, -6.6031, -0.1809)  0.12
H (-5.3443, -4.4117, -1.9695)  0.03
H (-4.8014, -5.7722, -2.9520)  0.08
H (-3.6839, -4.4518, -2.5546)  0.06
C (-0.0105, 1.5358, 4.9870)  -0.06
C (-0.6833, 1.8678, 3.7713)  -0.28
N (-1.2662, 2.1309, 2.8184)  0.18
H (0.6140, 0.6549, 4.8132)  0.07
H (-0.8188, 1.2356, 5.6590)  0.10
H (0.6646, 2.2985, 5.3635)  0.09
C (2.6595, 0.3982, -4.2932)  -0.07
C (1.9602, 1.4529, -5.0701)  -0.27
N (1.4124, 2.2929, -5.6273)  0.12
H (3.3314, 0.9304, -3.6209)  0.06
H (3.1538, -0.2906, -4.9707)  0.07
H (2.0016, -0.1987, -3.6659)  0.04
C (1.0024, 3.8983, 1.2358)  -0.06
C (1.8037, 3.0403, 2.1244)  -0.28
N (2.4624, 2.3884, 2.7979)  0.15
H (0.3428, 3.2359, 0.6719)  0.06
H (1.6033, 4.4789, 0.5451)  0.08
H (0.3244, 4.4911, 1.8471)  0.08
C (1.8415, -1.2608, 2.5669)  -0.08
C (0.8322, -1.9922, 3.3112)  -0.29
N (0.0337, -2.5877, 3.8819)  0.14
H (2.2411, -1.8005, 1.7082)  0.06
H (2.7199, -1.1785, 3.2114)  0.09
H (1.4424, -0.3025, 2.2417)  0.05
C (-4.5538, 2.4620, 2.0979)  -0.08
C (-4.0554, 3.6373, 1.3745)  -0.30
N (-3.6482, 4.5632, 0.8343)  0.12
H (-4.0428, 2.3415, 3.0459)  0.06
H (-4.4664, 1.6309, 1.3996)  0.05
H (-5.6217, 2.5894, 2.2829)  0.08
C (-6.4951, 0.2298, -0.6161)  -0.06
C (-6.2991, -1.1853, -0.8665)  -0.26
N (-6.1177, -2.2984, -1.0711)  0.16
H (-5.5573, 0.7555, -0.4444)  0.07
H (-7.0984, 0.3180, 0.2874)  0.09
H (-6.9667, 0.6678, -1.4942)  0.09

Forces on atoms 1 to 3 (eV/Å):
F 0.11 0.25 -0.35
C -0.27 -1.34 0.54
C 0.77 0.86 0.12

[2]
Entry from the Open Molecules 2025 dataset: a cluster of 4 separate species, C28H34F3N2O in total (ωB97M-V/def2-TZVPD).

Summary:
- total charge = +1

Each line ends with the natural charge from an NBO analysis.
Element x y z (Å)
C (6.7777, -3.2810, 1.4606)  -0.26
C (6.2763, -2.0959, 1.1675)  -0.06
C (5.4946, -0.7211, 0.7609)  -0.46
C (4.0413, -1.1534, 0.2083)  -0.24
C (3.7937, -1.1571, -1.4217)  -0.41
C (2.1895, -1.5305, -1.3562)  -0.25
N (1.5885, -1.1010, -0.0185)  -0.11
N (1.3720, -2.0756, 0.9612)  -0.64
C (0.5203, -0.0829, -0.3254)  -0.28
C (-0.9127, -0.6954, -0.7545)  0.07
C (-1.4518, 0.0205, -2.1285)  -0.65
O (-0.9217, -2.1243, -1.0207)  -0.73
C (2.7323, -0.2962, 0.6123)  -0.22
H (6.9374, -4.4085, 1.6586)  0.29
H (5.4515, -0.0960, 1.7234)  0.26
H (6.1595, -0.2437, -0.0698)  0.26
H (3.9930, -2.3025, 0.4121)  0.26
H (4.4359, -1.8632, -2.0612)  0.27
H (3.8570, -0.0364, -1.7063)  0.21
H (2.1273, -2.6899, -1.4080)  0.24
H (1.6140, -1.1439, -2.2854)  0.25
H (0.6142, -1.7820, 1.6212)  0.40
H (1.1358, -2.9967, 0.5567)  0.40
H (0.3278, 0.6339, 0.5750)  0.25
H (0.8645, 0.6040, -1.2007)  0.25
H (-1.7189, -0.4784, 0.0395)  0.23
H (-2.5382, -0.2780, -2.3491)  0.26
H (-1.3629, 1.1682, -2.0486)  0.23
H (-0.8309, -0.3144, -3.0612)  0.20
H (-0.5271, -2.3240, -1.9160)  0.47
H (2.7117, 0.7868, 0.1844)  0.23
H (2.6895, -0.1484, 1.7676)  0.27
F (-3.1373, 1.3370, -0.2562)  -0.35
C (-3.5512, 2.6151, -0.3321)  0.37
C (-3.5528, 3.3999, 0.8114)  -0.29
C (-3.9759, 4.7237, 0.7319)  -0.19
C (-4.4030, 5.2439, -0.4888)  -0.22
C (-4.4020, 4.4452, -1.6299)  -0.20
C (-3.9683, 3.1245, -1.5525)  -0.25
H (-3.2249, 2.9754, 1.7539)  0.22
H (-3.9739, 5.3488, 1.6190)  0.23
H (-4.7372, 6.2754, -0.5491)  0.23
H (-4.7387, 4.8507, -2.5781)  0.24
H (-3.9524, 2.4908, -2.4323)  0.22
F (-5.8181, 4.1916, -4.4809)  -0.33
C (-6.4227, 2.9934, -4.5189)  0.39
C (-7.1542, 2.5631, -3.4212)  -0.29
C (-7.7850, 1.3230, -3.4630)  -0.19
C (-7.6681, 0.5224, -4.5979)  -0.23
C (-6.9271, 0.9621, -5.6923)  -0.19
C (-6.3053, 2.2069, -5.6553)  -0.29
H (-7.2273, 3.1959, -2.5438)  0.23
H (-8.3662, 0.9803, -2.6128)  0.22
H (-8.1569, -0.4470, -4.6281)  0.22
H (-6.8339, 0.3354, -6.5737)  0.22
H (-5.7321, 2.5687, -6.5013)  0.23
F (7.2576, -2.4526, 7.8161)  -0.31
C (6.3251, -2.6425, 6.8726)  0.41
C (5.0384, -3.0005, 7.2483)  -0.28
C (4.0683, -3.1928, 6.2689)  -0.19
C (4.3989, -3.0355, 4.9237)  -0.24
C (5.6954, -2.6807, 4.5572)  -0.21
C (6.6628, -2.4775, 5.5373)  -0.29
H (4.8021, -3.1264, 8.2988)  0.23
H (3.0567, -3.4655, 6.5525)  0.22
H (3.6422, -3.1902, 4.1594)  0.20
H (5.9518, -2.5627, 3.5090)  0.23
H (7.6743, -2.1925, 5.2710)  0.23

Forces on atoms 1 to 3 (eV/Å):
C -3.50 5.68 -1.97
C 1.76 -5.57 0.98
C 1.32 -1.70 0.10

| no. | gap between HOMO and LUMO (eV) |
| --- | --- |
| 1 | 9.51 |
| 2 | 8.39 |